Entry 1:
# C30H53BI2InN3O3P

C30H53BI2InN3O3P as an isolated structure (ωB97M-V/def2-TZVPD, the Open Molecules 2025 dataset).

Geometry as ORCA input:
```
! RIJCOSX wB97M-V def2-TZVPD def2/J DEFGRID3
* xyz -1 1
C 2.70895 -0.60219 4.84334
C 3.34097 0.87287 4.68203
B 2.20676 1.75574 3.86011
O 1.51665 2.77027 4.63601
In 1.77654 1.30428 1.63469
C 0.27730 -0.44013 1.68398
C 0.72327 -1.62240 0.68059
C 0.75648 -3.08087 1.32810
C 0.75070 -3.41519 2.83764
C 0.82168 -4.89865 3.32772
C 0.90224 -6.07637 2.30438
C 0.90617 -5.77940 0.77978
C 0.84331 -4.30079 0.33699
C 3.71523 0.72758 0.53918
O 4.17441 -0.54143 1.10362
C 4.72913 -1.40711 0.12728
C 4.05464 -1.86412 -1.18730
C 4.66154 -2.84522 -2.22205
C 3.83114 -3.20214 -3.55946
C 6.05293 -3.44896 -1.91864
C 6.78618 -3.00324 -0.60869
C 6.15589 -2.00115 0.42552
C 7.01290 -1.66341 1.72577
C 6.82804 -2.77112 2.90902
C 8.60831 -1.69041 1.38498
C 0.87359 3.13576 0.59634
I 0.36506 4.76366 1.97155
C -0.33258 2.77963 -0.39844
C -1.75353 2.54165 0.31888
I -0.58671 4.46781 -1.82271
H 2.75556 -1.19023 3.85704
H 1.59236 -0.58253 5.15225
H 3.24315 -1.20390 5.67247
H 3.45793 1.30882 5.74978
H 4.34759 0.90055 4.14401
H 2.01277 3.62346 4.64210
H -0.70323 -0.00650 1.25813
H 0.12750 -0.76439 2.76617
H 0.11319 -1.64001 -0.29766
H 1.80447 -1.38594 0.35969
H 0.72348 -2.58606 3.61470
H 0.81481 -5.16032 4.44438
H 0.95476 -7.18047 2.61141
H 0.97271 -6.57006 -0.04422
H 0.87345 -4.08323 -0.79089
H 4.44813 1.58951 0.79292
H 3.60346 0.73734 -0.59674
H 3.01137 -1.44894 -1.41230
H 3.03273 -3.97691 -3.30653
H 3.29477 -2.24519 -3.92492
H 4.54366 -3.60660 -4.37413
H 6.53344 -4.20950 -2.63880
H 7.81254 -3.49786 -0.43778
H 6.81448 -0.61126 2.13626
H 5.79543 -2.63886 3.37508
H 6.98880 -3.80045 2.42371
H 7.68304 -2.66058 3.68118
H 8.85781 -1.13441 0.41769
H 9.23013 -1.21825 2.21914
H 8.96841 -2.77898 1.22298
H 1.72578 3.54796 -0.06993
H -0.08167 1.85005 -1.01178
H -1.73778 2.67038 1.45267
H -2.05714 1.44208 0.12272
H -2.52567 3.23354 -0.17522
O -4.62229 3.57566 -1.69749
P -6.08017 3.08839 -1.80866
N -5.60790 1.46409 -1.92384
C -5.67410 0.48861 -2.98318
C -5.23117 0.83268 -0.66516
N -6.31022 3.95744 -3.28408
C -6.64523 3.45506 -4.60569
C -5.48535 5.16798 -3.45783
N -7.77330 2.57766 -1.86314
C -8.46908 1.60038 -2.67241
C -8.66224 3.67270 -1.45415
H -6.36413 -0.32757 -2.72356
H -4.69508 0.03224 -3.16397
H -6.00883 0.87984 -3.93722
H -6.12418 0.53687 -0.10097
H -4.64864 1.51835 -0.04267
H -4.60712 -0.05326 -0.81318
H -6.06841 2.57570 -4.88605
H -6.43630 4.18488 -5.39538
H -7.71694 3.27486 -4.69824
H -4.48859 4.91848 -3.84013
H -5.37727 5.71262 -2.51852
H -5.95263 5.87449 -4.15544
H -8.14331 1.54948 -3.70713
H -9.54637 1.79936 -2.71163
H -8.37677 0.60157 -2.23224
H -8.86019 4.35729 -2.28898
H -8.20872 4.24825 -0.64657
H -9.61811 3.29876 -1.06953
*
```

Computed properties:
highest occupied orbital energy: -4.33 eV
frontier orbital gap: 4.843 eV

***

Entry 2:
# C33H87O40P7

A 11-piece molecular cluster, C33H87O40P7 overall (ωB97M-V/def2-TZVPD, the Open Molecules 2025 dataset).

Geometry as ORCA input:
```
! RIJCOSX wB97M-V def2-TZVPD def2/J DEFGRID3
* xyz 0 1
C -7.30547 -4.92215 1.36832
O -6.87479 -5.93209 0.50365
P -7.89587 -6.73114 -0.43209
O -8.59879 -7.83667 0.23499
O -8.89971 -5.56580 -0.91670
C -10.28155 -5.69358 -0.88496
O -7.06194 -7.07911 -1.80036
C -7.66753 -7.34500 -3.07166
H -8.19882 -5.21011 1.92247
H -7.46911 -4.04554 0.74152
H -6.58465 -4.65570 2.14132
H -10.57801 -6.60762 -0.37043
H -10.71464 -5.66330 -1.88477
H -10.68768 -4.81124 -0.39036
H -8.25795 -8.25817 -2.99663
H -7.01043 -7.39473 -3.93990
H -8.39263 -6.58917 -3.37339
C -2.00007 10.14235 4.55049
O -2.10333 10.04363 3.12432
P -0.97849 9.27070 2.26160
O -0.80237 7.84782 2.69822
O -1.48274 9.50203 0.73141
C -2.53957 8.86213 0.16128
O 0.36821 10.12718 2.31284
C 1.51090 9.79646 1.57229
H -1.56912 11.10602 4.82198
H -1.65129 9.26000 5.08707
H -3.01547 10.34515 4.89097
H -2.39055 8.47777 -0.84775
H -3.33699 9.60488 0.18426
H -2.91713 8.07989 0.81979
H 1.87188 10.55321 0.87579
H 1.29968 8.89527 0.99666
H 2.36963 9.56023 2.20070
C 9.19929 -4.08774 -4.25384
O 9.20488 -3.37366 -3.04374
P 7.85399 -2.91995 -2.29341
O 7.15986 -1.83559 -3.04370
O 8.30768 -2.46713 -0.81569
C 7.39871 -1.91688 0.07450
O 7.06629 -4.32645 -1.99019
C 5.61209 -4.38959 -2.16281
H 10.23612 -4.27530 -4.53295
H 8.84209 -3.53697 -5.12399
H 8.69230 -5.04889 -4.33907
H 7.68517 -0.91555 0.39606
H 7.50247 -2.67496 0.85080
H 6.35124 -2.03199 -0.20419
H 5.13476 -4.84567 -3.03014
H 5.22621 -3.37018 -2.16110
H 5.12679 -4.80240 -1.27840
C 4.23244 -3.63251 -8.12305
O 3.12203 -3.05644 -7.52358
P 1.88166 -2.56130 -8.43866
O 1.76593 -3.44888 -9.65754
O 0.48759 -2.46328 -7.49150
C 0.59772 -1.92256 -6.21250
O 2.16047 -1.01271 -8.81793
C 2.67650 -0.53615 -10.05419
H 4.14631 -4.71817 -8.16800
H 5.03458 -3.34962 -7.44141
H 4.42634 -3.28338 -9.13726
H -0.15277 -1.17288 -5.96183
H 1.47537 -1.35039 -5.91176
H 0.52694 -2.68343 -5.43522
H 2.70635 0.55293 -10.08778
H 1.99760 -0.72179 -10.88651
H 3.63611 -1.02909 -10.20994
C 0.33888 5.83131 -7.31293
O 0.15395 5.80143 -5.89972
P 1.31315 6.07251 -4.78089
O 1.01337 5.90850 -3.33539
O 2.57156 5.22828 -5.18001
C 2.59752 3.77572 -5.09023
O 1.78962 7.59747 -5.22174
C 0.86447 8.65116 -5.19973
H -0.58411 6.13932 -7.80415
H 0.56367 4.89322 -7.82043
H 1.13099 6.49473 -7.66011
H 2.41240 3.37744 -4.09263
H 3.62530 3.41706 -5.14646
H 2.01759 3.17250 -5.78873
H 0.87320 9.26729 -6.09884
H 1.24041 9.30347 -4.41154
H -0.17434 8.45151 -4.93683
C 5.90512 5.62667 2.86885
O 7.06360 6.41148 2.83496
P 8.50834 5.82287 3.31846
O 9.10368 4.61245 2.66800
O 9.39239 7.11268 3.09789
C 8.92642 8.42246 3.43389
O 8.45072 5.77040 4.94080
C 7.86465 4.60263 5.62490
H 6.03317 4.72806 3.47235
H 5.50920 5.29839 1.90782
H 5.02624 6.08444 3.32285
H 9.07432 9.07845 2.57603
H 9.50047 8.92590 4.21178
H 7.89065 8.48845 3.76693
H 7.84551 3.72498 4.97877
H 6.82146 4.72280 5.91713
H 8.26930 4.29558 6.58931
C -10.41801 0.67788 3.86091
O -9.79909 1.58404 4.75018
P -8.14469 1.61338 4.83093
O -7.44663 0.29319 5.09977
O -7.63914 2.33546 3.44153
C -6.31421 2.77552 3.21828
O -7.90771 2.76632 6.00319
C -8.25462 4.15452 5.78625
H -9.72953 -0.02915 3.39804
H -10.97769 1.24528 3.11734
H -11.16068 0.13613 4.44661
H -5.83910 2.30344 2.35835
H -5.55797 2.73497 4.00222
H -6.33051 3.80563 2.86229
H -7.37963 4.75563 6.03356
H -8.98178 4.47828 6.53092
H -8.53529 4.35794 4.75284
C -0.23809 0.99675 0.32884
O -0.88535 -0.18731 0.73445
C -0.29001 -1.40926 0.46849
O 0.68349 -1.57808 -0.30601
O -1.09755 -2.37436 0.94752
C -0.94453 -3.66376 0.38224
H -0.90565 1.83157 0.54224
H -0.00777 0.97271 -0.73627
H 0.68040 1.01953 0.91532
H -1.27942 -4.50843 0.98432
H 0.12555 -3.85106 0.29319
H -1.27083 -3.86700 -0.63773
C -1.17594 -6.10946 5.57194
O -2.15978 -7.01044 5.18472
C -2.56328 -8.03442 5.88615
O -2.25910 -8.32899 7.03516
O -3.27956 -8.83206 5.03806
C -3.74951 -10.14008 5.33265
H -1.48389 -5.07103 5.44971
H -0.33039 -6.21111 4.89163
H -0.91683 -6.18321 6.62812
H -4.43587 -10.13314 6.17938
H -2.88191 -10.77732 5.50379
H -4.22001 -10.56002 4.44361
C -0.98867 3.53537 7.38489
O -0.48832 2.30372 6.82469
C 0.75306 2.28662 6.48656
O 1.57541 3.07119 6.85771
O 0.89323 1.18168 5.65322
C 2.23137 0.93657 5.25496
H -0.83402 4.24935 6.57593
H -0.43136 3.78036 8.28904
H -2.05089 3.36402 7.55938
H 2.26409 -0.14623 5.13422
H 2.94992 1.07618 6.06260
H 2.53365 1.43518 4.33402
C 2.50042 -10.17368 -4.65264
O 1.61307 -10.83244 -3.71710
C 0.63024 -10.23607 -3.07285
O 0.57059 -8.99463 -2.88427
O -0.23746 -11.18942 -2.69511
C -1.39933 -10.82336 -1.83046
H 1.95000 -9.87976 -5.54637
H 3.39275 -10.77447 -4.82841
H 2.68651 -9.13863 -4.36605
H -2.10355 -11.65529 -1.83891
H -1.95835 -9.97450 -2.22423
H -1.15785 -10.41689 -0.84833
*
```

Computed properties:
energy above the lowest of the compared OMol25 structures with the same formula, charge and spin: 7.7931 eV
highest occupied orbital energy: -10.44 eV
frontier orbital gap: 10.548 eV

***

Entry 3:
# C30H32ClCoN3SSi2

C30H32ClCoN3SSi2 as an isolated structure (ωB97M-V/def2-TZVPD, the Open Molecules 2025 dataset).

Geometry as ORCA input:
```
! RIJCOSX wB97M-V def2-TZVPD def2/J DEFGRID3
* xyz 1 5
C -0.96688 -0.27755 1.40137
C -1.77682 0.29086 0.38036
C -1.86354 -0.64865 -0.68637
H -2.25074 1.27137 0.39458
C -1.12000 -1.80482 -0.31802
C -0.58842 -1.59028 0.98240
H -0.05147 -2.32305 1.56714
H -0.72480 0.18824 2.35624
H -2.43187 -0.51489 -1.60397
H -1.02013 -2.70346 -0.91824
Co 0.02032 -0.14194 -0.36674
Si 2.69559 0.36748 -7.65610
C 2.05833 1.88362 -8.55079
C 2.64725 2.48872 -9.68273
H 3.57735 2.10003 -10.10516
C 2.03311 3.59223 -10.30974
H 2.50000 4.06503 -11.19008
C 0.81463 4.08928 -9.82906
H 0.33395 4.95386 -10.30906
C 0.19776 3.46449 -8.72978
H -0.77756 3.81657 -8.37880
C 0.82509 2.38271 -8.09990
H 0.32822 1.90377 -7.25501
C 2.15302 -1.11539 -8.68607
C 1.10205 -1.07754 -9.63059
H 0.72058 -0.12717 -10.00958
C 0.51954 -2.26201 -10.12090
H -0.33602 -2.22662 -10.80933
C 1.05311 -3.50978 -9.75266
H 0.57592 -4.44161 -10.09070
C 2.23610 -3.54572 -8.99693
H 2.72560 -4.51064 -8.81457
C 2.79526 -2.35594 -8.50616
H 3.74515 -2.39645 -7.97444
H 2.03857 0.30248 -6.30178
Si 0.04203 0.14364 -2.66024
C -0.49977 -1.44310 -3.53050
C -1.60052 -1.45446 -4.39934
H -2.11104 -0.52244 -4.65449
C -2.03864 -2.68303 -4.92437
H -2.91775 -2.70433 -5.57627
C -1.35971 -3.86028 -4.57413
H -1.72581 -4.81951 -4.94361
C -0.26385 -3.84911 -3.69861
H 0.22190 -4.77190 -3.36023
C 0.20865 -2.62008 -3.22634
H 1.11182 -2.58172 -2.60706
C -0.85646 1.66892 -3.25299
C -2.04302 2.12150 -2.64616
H -2.34652 1.76077 -1.66198
C -2.86467 3.01881 -3.33804
H -3.83239 3.29290 -2.89711
C -2.42771 3.52342 -4.57060
H -3.08076 4.19209 -5.12700
C -1.15523 3.23285 -5.08851
H -0.77674 3.70403 -6.00544
C -0.35734 2.31072 -4.40382
H 0.63417 2.07738 -4.79406
H 4.19036 0.46457 -7.40337
Cl 1.99427 0.42684 -3.28218
N 1.92602 -0.72162 0.12520
N 2.55344 0.18239 1.07314
C 1.82001 1.29443 1.34709
N 2.04826 1.86088 2.54217
S 0.78976 1.89818 0.11238
H 2.50975 -0.78095 -0.70819
H 1.96614 -1.66895 0.52413
H 2.96314 -0.28507 1.89134
H 1.45109 2.61277 2.84518
H 2.95337 1.74620 2.99276
*
```

Computed properties:
energy above the lowest of the compared OMol25 structures with the same formula, charge and spin: 0.1751 eV
highest occupied orbital energy (spin up / spin down): -9.31 / -10.58 eV
frontier orbital gap (spin up / spin down): 6.314 / 5.611 eV

***

Entry 4:
# C9H10O3

One molecule with the formula C9H10O3 (ωB97M-V/def2-TZVPD, the Open Molecules 2025 dataset).

Geometry as ORCA input:
```
! RIJCOSX wB97M-V def2-TZVPD def2/J DEFGRID3
* xyz 0 1
C -3.23401 -0.27896 -0.13890
C -2.59065 0.86482 -0.65362
C -2.52701 -1.17773 0.64255
C -1.19722 1.01818 -0.44336
C -1.19763 -0.92820 1.11684
C -0.50088 0.11611 0.43864
C 0.89131 0.42855 0.55367
C 1.90598 -0.44410 -0.11296
C 3.10862 0.31520 -0.74899
O 1.81318 -0.72000 1.23975
O 1.26391 1.75319 0.81899
O 1.45983 -1.50304 -0.90626
H -4.23774 -0.43165 -0.46297
H -3.22392 1.66668 -1.02929
H -2.80213 -2.23131 0.83262
H -0.50017 1.72854 -0.98628
H -0.61625 -1.49927 1.77040
H 2.62525 1.26438 -1.10383
H 3.48748 -0.26188 -1.46846
H 3.96618 0.41754 0.03695
H 0.45170 2.25917 1.07052
H 1.65419 -2.35622 -0.46604
*
```

Computed properties:
energy above the lowest of the compared OMol25 structures with the same formula, charge and spin: 2.9300 eV
highest occupied orbital energy: -9.10 eV
frontier orbital gap: 9.798 eV

***

Entry 5:
# C4H7Br

A 2-piece molecular cluster, C4H7Br overall (ωB97M-V/def2-TZVPD, the Open Molecules 2025 dataset).

Geometry as ORCA input:
```
! RIJCOSX wB97M-V def2-TZVPD def2/J DEFGRID3
* xyz 0 3
C -0.96421 -0.61412 -0.50612
C 0.23918 0.26748 -0.40841
C 0.21799 -1.09191 0.09752
C 0.25532 1.44662 0.45482
Br 1.28407 -2.59270 -0.67262
H -1.87730 -0.43533 -0.03542
H -1.21262 -1.10641 -1.47063
H 0.81757 0.28687 -1.41018
H 0.27535 -1.64273 1.82301
H 0.97879 2.14270 -0.06403
H 0.60727 1.17378 1.47321
H -0.62141 2.16577 0.71885
*
```

Computed properties:
energy above the lowest of the compared OMol25 structures with the same formula, charge and spin: 2.3157 eV
highest occupied orbital energy (spin up / spin down): -6.84 / -10.25 eV
frontier orbital gap (spin up / spin down): 7.525 / 7.771 eV

***

Entry 6:
# C25H25As2MgN6S3

C25H25As2MgN6S3 as an isolated structure (ωB97M-V/def2-TZVPD, the Open Molecules 2025 dataset).

Geometry as ORCA input:
```
! RIJCOSX wB97M-V def2-TZVPD def2/J DEFGRID3
* xyz -1 1
Mg -0.43181 -0.53295 1.44645
N -0.35705 1.40678 5.28471
C -0.91319 1.32747 4.04357
S -0.59435 2.52034 2.89549
N -1.80972 0.34670 3.89427
N -2.01036 -0.11074 2.68505
C -3.10969 -0.73368 2.39262
C -3.23833 -1.30655 1.07633
C -4.41558 -1.94185 0.65453
C -4.47950 -2.46664 -0.61773
C -3.37589 -2.35320 -1.45987
C -2.25415 -1.70995 -0.97331
N -2.18339 -1.19194 0.24738
H 0.46685 1.98024 5.33833
H -0.32328 0.53818 5.79736
H -3.91381 -0.82490 3.11684
H -5.25605 -2.01089 1.33256
H -5.37731 -2.96497 -0.96098
H -3.39055 -2.75661 -2.46207
H -1.36607 -1.60019 -1.58763
S 0.16636 -2.93681 1.33747
C 1.88820 -2.73444 1.41729
C 2.69458 -3.73628 0.86763
C 4.08348 -3.68421 0.90213
C 4.83671 -4.74317 0.31942
N 5.41645 -5.62284 -0.14522
C 4.71073 -2.59149 1.52797
C 3.92148 -1.58929 2.08206
C 2.52473 -1.61847 2.03372
S 1.65688 -0.29411 2.74967
C 6.12984 -2.49146 1.58545
N 7.27588 -2.38529 1.62171
H 2.21330 -4.58727 0.40493
H 4.39803 -0.75080 2.57244
C 2.82666 -0.32652 -1.44988
As 1.11364 0.33680 -0.75398
C 1.84570 1.95481 0.06150
C 0.37281 1.21075 -2.35365
C 1.01723 1.16762 -3.58705
C 0.45407 1.75509 -4.70997
C -0.77808 2.38334 -4.61423
C -1.42039 2.44640 -3.38761
C -0.85719 1.87937 -2.24869
As -1.65547 2.12824 -0.46534
C -3.56737 2.07280 -0.96433
C -1.49726 4.08872 -0.44358
H 3.43747 0.49135 -1.83112
H 2.67773 -1.07877 -2.22363
H 3.34521 -0.79655 -0.61355
H 2.30371 2.58984 -0.69870
H 2.59146 1.65415 0.79504
H 1.06521 2.50062 0.58931
H 1.97156 0.66332 -3.67836
H 0.97455 1.71655 -5.65901
H -1.22993 2.83314 -5.49004
H -2.37773 2.95158 -3.31803
H -3.86588 2.95790 -1.52559
H -4.15230 2.02973 -0.04470
H -3.78339 1.17881 -1.54933
H -1.80619 4.52626 -1.39273
H -0.46641 4.36756 -0.22768
H -2.12284 4.46838 0.36431
*
```

Computed properties:
energy above the lowest of the compared OMol25 structures with the same formula, charge and spin: 0.4131 eV
highest occupied orbital energy: -4.35 eV
frontier orbital gap: 6.244 eV

***

E_tot for the records above, in order: -73909.567 -182561.984 -112831.207 -15635.072 -74296.316 -194903.830 eV